1.
The following is a quantum chemistry calculation of a cluster of 5 separate species, C17H31Br2Cl8F3NO5PS2Si in total in a non-equilibrium geometry, from the Open Molecules 2025 dataset.

Computed properties:
**Multiplicity**: 1
**Total energy**: -11653.833307 Ha
**HOMO level**: -0.319 Eh
**Maximum force**: 1.65 eV Å⁻¹
**Gap between HOMO and LUMO**: 8.217 eV

Each line ends with the Löwdin charge.
Atoms and positions in Å:
Cl -1.334 3.961 5.188  0.50
H 1.788 -2.359 -3.858  0.05
H 0.660 0.752 -2.665  0.04
Br -6.178 2.467 0.114  0.85
O 0.103 3.386 -0.602  -0.13
C 3.555 4.084 4.684  -1.01
H -0.143 -2.290 -1.526  0.00
C -2.560 0.215 0.462  -0.21
H 3.349 -5.828 -2.464  0.01
H 2.884 -0.991 2.076  0.09
H -2.006 1.149 0.333  0.10
P -0.323 2.829 -2.049  0.40
C 3.406 -6.041 -3.525  -1.02
H -3.004 3.060 3.802  0.00
Br -4.591 0.039 2.458  0.79
F -3.932 2.751 1.571  0.00
H -4.805 -3.166 3.901  0.01
H 1.555 0.884 2.243  0.11
C -2.251 -0.787 -0.670  -0.20
C -2.466 2.705 4.672  -1.01
H -0.608 -1.054 -4.275  0.09
H -0.081 -3.387 -2.867  0.11
H -3.093 -1.447 -0.889  0.09
H 3.551 4.533 5.669  0.03
C 3.568 0.358 -0.947  -0.12
H 3.223 0.040 -1.926  0.09
O 0.861 3.352 -3.008  -0.13
H 4.238 -6.696 -3.750  0.02
Cl 3.658 -4.512 -4.377  0.51
H 4.651 0.501 -1.037  0.13
C 2.268 -1.588 -0.265  -1.01
C 1.465 -1.951 -2.898  -0.47
C -1.021 -1.489 -3.353  -0.22
H -2.746 1.011 -3.882  0.07
H 3.763 4.825 3.922  0.02
C -4.502 -4.039 3.335  -1.03
Cl -1.643 1.201 4.241  0.50
C 2.396 1.083 1.578  -0.19
H 3.706 2.294 -0.003  0.13
C 3.247 -0.206 1.417  -0.16
H 2.640 2.287 -1.411  0.11
F -4.854 -0.124 -0.217  -0.03
H -3.146 2.498 5.489  0.03
O -2.941 0.630 -3.022  -0.12
H 0.222 0.774 -0.967  0.04
C -0.134 1.040 -1.975  -0.23
H -1.447 -1.430 -0.302  0.01
Cl 1.909 -6.839 -4.017  0.51
H 4.276 0.005 1.733  0.13
H 0.103 2.702 0.080  0.06
H 1.644 -0.879 -2.911  0.04
O -1.621 3.333 -2.516  -0.27
C 0.018 -2.329 -2.598  -0.32
F -3.595 2.527 -0.545  0.05
Cl 4.831 2.858 4.628  0.50
Cl -3.032 -4.694 4.067  0.50
H 2.973 1.900 2.022  0.08
Cl 1.959 3.396 4.372  0.51
C 2.951 1.705 -0.541  -0.16
C -4.055 0.550 0.647  -0.79
S 0.914 -1.804 0.616  0.80
H 1.586 2.731 -3.100  0.05
O 1.856 1.498 0.328  -0.20
Cl -4.257 -3.550 1.657  0.50
Si -1.650 -0.075 -2.283  0.47
S 2.638 -2.650 -1.678  0.86
H -2.201 -0.209 1.399  0.07
N 3.298 -0.700 0.037  -0.17
H -1.897 -2.068 -3.661  0.08
H -5.269 -4.803 3.361  0.02
C -4.329 2.071 0.477  -0.95

Forces on atoms 1 to 6 (eV/Å):
Cl -0.1 0.0 0.0
H 0.0 0.1 0.1
H -0.1 0.0 0.0
Br -0.1 0.0 0.1
O -0.2 -0.1 -0.4
C 0.0 0.0 -0.1



2.
The following is a quantum chemistry calculation of a structure of composition C17H31CrI2N10S, from the Open Molecules 2025 dataset.

Computed properties:
**Multiplicity**: 4
**Energy above the lowest of the compared OMol25 structures with the same formula, charge and spin**: 68.7 kJ/mol
**Total energy**: -3251.501058 Ha
**HOMO level (spin up / spin down)**: -0.523 / -0.523 Eh
**Expectation value of S²**: 3.87
**Maximum force**: 0.36 eV Å⁻¹
**Gap between HOMO and LUMO (spin up / spin down)**: 7.029 / 7.389 eV
**Net charge**: +2

Each line ends with the natural charge from an NBO analysis.
Atoms and positions in Å:
C -0.213 -3.840 -0.901  0.36
C 3.646 -0.884 2.039  -0.20
I -5.322 -0.865 0.827  0.01
H 0.489 0.398 -1.334  0.22
H -1.697 -0.309 -1.903  0.23
H -2.597 3.233 -1.458  0.21
H 0.748 3.741 -2.712  0.21
N -1.213 1.640 -1.216  -0.58
N -0.955 -4.610 -0.106  -0.76
H 2.168 0.722 0.181  0.25
C -2.055 2.343 -3.867  -0.08
H -1.321 -4.230 0.748  0.42
S 0.026 -2.184 -0.571  -0.35
H 0.368 3.216 -4.361  0.23
H -0.924 3.735 -1.080  0.20
H -0.064 0.913 -4.820  0.23
I -2.690 -1.377 0.539  0.19
H 2.066 -3.296 1.931  0.20
N -1.268 3.277 -3.058  -0.44
H 3.467 -4.347 2.111  0.24
H 4.137 -1.635 4.647  0.22
C -3.178 1.641 2.368  -0.23
C -1.249 2.860 2.404  -0.27
N -1.712 0.964 -3.529  -0.44
C -1.993 0.711 -2.145  -0.08
Cr -1.542 1.260 0.873  1.23
H -1.823 4.188 0.717  0.27
C -2.062 3.358 1.358  -0.28
C 0.245 1.433 -1.569  -0.08
N 0.523 1.670 -2.959  -0.45
H -1.587 1.186 3.838  0.28
C -1.541 3.059 -1.670  -0.05
N 1.274 -0.867 2.800  0.02
H -3.118 2.511 -3.688  0.21
C -3.244 2.583 1.308  -0.34
H 3.344 -3.278 0.711  0.21
H 4.119 -0.122 2.657  0.24
H 0.825 2.126 -0.952  0.19
C 0.155 3.044 -3.306  -0.08
H -1.097 -5.591 -0.286  0.42
H 4.049 -3.378 4.431  0.23
H -0.266 3.219 2.665  0.27
N 2.213 -0.496 1.924  -0.14
H -0.027 -0.279 -3.505  0.21
H -1.845 2.521 -4.921  0.23
N 0.363 -4.402 -1.960  -0.75
C 3.882 -2.292 2.581  -0.23
H 4.026 -0.791 1.021  0.22
C 3.145 -3.361 1.782  -0.62
N 0.368 0.416 1.318  -0.44
C 3.644 -2.429 4.084  -0.62
H 4.955 -2.428 2.407  0.23
H -4.070 2.703 0.622  0.27
C -1.947 1.800 3.028  -0.29
H 0.305 -5.389 -2.154  0.42
H -3.054 0.853 -1.927  0.21
C 1.647 0.282 1.013  0.23
H -3.923 0.895 2.588  0.27
C -0.284 0.748 -3.767  -0.08
H 2.584 -2.408 4.328  0.22
H 0.916 -3.828 -2.572  0.43
N 0.183 -0.332 2.445  -0.05

Forces on atoms 1 to 6 (eV/Å):
C 0.0 -0.2 0.0
C -0.3 0.1 -0.1
I -0.1 0.0 0.0
H 0.0 0.0 0.0
H 0.0 0.1 0.0
H 0.0 0.0 0.0



3.
The following is a quantum chemistry calculation of a structure of composition C17H31CsNOSi in a non-equilibrium geometry, from the Open Molecules 2025 dataset.

Computed properties:
**Multiplicity**: 1
**Total energy**: -1105.773014 Ha
**HOMO level**: -0.421 Eh
**Maximum force**: 6.84 eV Å⁻¹
**Gap between HOMO and LUMO**: 8.247 eV
**Net charge**: +1

Each line ends with the Löwdin charge.
Atoms and positions in Å:
H -3.421 -2.341 1.022  0.07
C 1.674 4.861 0.750  -0.07
H 3.364 4.750 -0.574  0.11
H -2.964 0.889 0.102  0.10
H 0.065 4.663 2.136  0.12
C 1.990 0.583 0.899  -0.18
C -0.090 2.036 2.557  -0.03
C 1.862 2.084 0.931  -0.26
H 2.822 -3.678 0.940  0.12
C 2.740 2.821 0.127  -0.09
H 2.257 -3.247 -1.392  0.12
H 1.592 5.937 0.693  0.11
O 1.239 -1.509 -1.060  -0.23
H -4.649 -1.341 -1.077  0.11
H 2.182 0.741 -1.816  -0.38
H 3.536 2.305 -0.400  0.11
H -2.699 1.328 -2.490  0.11
C -0.029 -4.250 -0.345  -0.10
Cs 2.144 1.460 -3.462  1.23
H 2.071 -2.198 1.459  0.10
H -1.284 -1.117 -1.351  0.08
H -0.033 -3.100 1.466  0.10
Si 1.345 0.095 -0.777  0.45
H -0.852 -4.909 -0.075  0.08
H -0.454 -3.444 -0.940  0.06
H 3.244 -1.977 -0.697  0.12
H -4.856 -0.680 0.533  0.11
C 0.885 2.752 1.670  -0.22
N -3.078 -1.812 0.231  0.01
C 0.814 4.137 1.560  -0.03
C -0.373 0.823 -1.049  -0.23
C -1.275 -0.143 -1.833  -0.26
H -4.378 1.120 -0.908  0.11
H -0.857 -0.308 -2.832  0.10
H 0.850 -4.590 1.568  0.11
C 2.256 -2.445 -0.655  -0.23
H 0.660 -4.810 -0.976  0.07
H -2.291 -1.284 0.589  0.05
H -0.943 1.653 1.992  0.07
C -4.116 -0.878 -0.245  -0.27
H -0.315 1.758 -1.604  0.07
H 0.360 1.203 3.091  0.08
H 3.031 0.295 1.050  0.10
C 0.656 -3.740 0.914  -0.23
C 1.995 -2.998 0.723  -0.18
H 1.395 0.091 1.668  0.08
H -0.770 1.023 -0.053  0.06
H -0.489 2.726 3.295  0.09
C -3.541 0.449 -0.716  -0.20
C 2.658 4.198 0.032  -0.08
H -3.220 -0.336 -2.675  0.12
C -2.710 0.352 -1.998  -0.20

Forces on atoms 1 to 6 (eV/Å):
H -0.1 -0.2 -0.1
C 0.0 0.0 0.0
H 0.0 0.0 0.0
H 0.0 0.1 0.0
H -0.1 0.1 0.0
C 0.1 0.0 0.1